{"formula": "CHCl5HfO3", "method": "ωB97M-V/def2-TZVPD", "species": ["Hf", "Cl", "Cl", "Cl", "Cl", "Cl", "O", "C", "O", "O", "H"], "xyz": [[-1.529, -23.140, -14.008], [-5.356, -22.604, -12.612], [0.640, -20.749, -11.556], [-2.263, -19.646, -15.985], [-3.296, -25.545, -16.772], [-1.375, -25.778, -10.752], [3.578, -24.487, -16.082], [2.385, -24.336, -15.758], [1.776, -25.004, -14.910], [1.701, -23.380, -16.127], [3.808, -25.213, -15.497]], "atomic_forces_ev_per_a": [[-0.23, 0.37, 0.11], [1.38, -0.17, -0.49], [-0.82, -0.92, -0.95], [0.28, -1.30, 0.69], [0.72, 0.90, 1.03], [-0.02, 0.80, -1.08], [4.72, -1.12, -1.36], [-7.04, 2.07, 2.80], [0.76, -3.33, 1.84], [-0.58, 3.27, -2.67], [0.84, -0.56, 0.08]], "e_homo_ev": -3.9, "total_charge": -2, "multiplicity": 1}

{"formula": "CHClF2N2", "method": "ωB97M-V/def2-TZVPD", "species": ["N", "C", "Cl", "F", "N", "F", "H"], "xyz": [[-1.160, -2.313, -0.260], [-0.676, -1.592, -0.985], [0.006, -0.846, -2.248], [0.698, 1.870, 1.851], [0.654, 0.815, 0.973], [0.828, 1.331, -0.300], [-0.349, 0.736, 0.968]], "atomic_forces_ev_per_a": [[-1.17, -1.28, 2.14], [0.90, 0.72, -1.87], [0.26, 0.48, -0.40], [0.63, 0.91, 0.12], [-0.12, -0.74, 0.22], [0.30, 0.65, -0.05], [-0.79, -0.74, -0.15]], "e_homo_ev": -11.7, "total_charge": 0, "multiplicity": 1}

{"formula": "CHClF2O", "method": "ωB97M-V/def2-TZVPD", "species": ["O", "C", "F", "F", "Cl", "H"], "xyz": [[-0.930, 1.734, -0.318], [0.021, 1.085, -0.220], [0.950, 0.910, -1.155], [0.381, 0.334, 0.766], [-0.839, -2.222, 0.221], [0.418, -1.840, 0.707]], "atomic_forces_ev_per_a": [[-0.97, 0.82, 0.10], [1.04, -0.63, -1.38], [-0.19, 0.31, -0.03], [0.25, -0.10, 1.39], [2.46, 0.53, 0.91], [-2.58, -0.93, -0.99]], "e_homo_ev": -11.9, "total_charge": 0, "multiplicity": 1}

{"formula": "CHClF2O2", "method": "ωB97M-V/def2-TZVPD", "species": ["O", "O", "C", "F", "F", "Cl", "H"], "xyz": [[-0.134, 0.478, 0.243], [-1.191, -0.498, 0.304], [-2.379, 0.242, -0.020], [-2.188, 0.904, -1.154], [-2.511, 1.216, 0.945], [-3.813, -0.777, 0.005], [0.148, 0.960, 1.037]], "atomic_forces_ev_per_a": [[0.79, -0.25, -2.24], [-1.02, 1.20, 0.71], [1.63, 1.04, 1.41], [-0.63, -0.54, -0.15], [-0.30, -0.74, -0.58], [0.91, 0.20, -0.22], [-1.38, -0.90, 1.06]], "e_homo_ev": -12.0, "total_charge": 0, "multiplicity": 1}